Entry from the OMol25 dataset: a single C2H3NO3 molecule (wB97M-V/def2-TZVPD).

Properties
* relative energy (zero: lowest compared OMol25 entry of this formula, charge and spin): 49.5 kcal per mole
* HOMO-LUMO gap: 0.4501 hartree
* E: -358.4507 Eh
* structure (SMILES): N#CC(O)(O)O

Geometry as XYZ:
```
9
Properties=species:S:1:pos:R:3:nbo_charge:R:1
C -0.9770 -0.9026 -0.3677 0.1944
C -0.0165 0.1128 -0.0738 0.6607
N -1.4582 -1.9056 -0.5443 -0.2683
O 0.0892 0.0338 1.3081 -0.7176
O -0.3883 1.4049 -0.3665 -0.6801
O 1.2264 -0.1880 -0.6726 -0.7019
H 0.2627 -0.9113 1.7290 0.5176
H -0.1354 1.8978 0.3923 0.4967
H 1.3972 0.4583 -1.4045 0.4985
```